1.
C24H28N4O6 | the ωB97M-V functional and the def2-TZVPD basis

Properties
Total charge: 0
LUMO: -0.8 eV
Energy above the lowest of the compared OMol25 structures with the same formula, charge and spin: 2542.3 kJ/mol

Cartesian coordinates (Å):
C -2.332 0.868 -2.059
C -1.244 1.850 -1.994
O -0.004 1.238 -1.403
C 0.052 1.112 -0.184
C -0.963 1.635 0.740
C -0.526 1.487 2.013
C 0.635 0.784 2.323
C 1.357 -0.007 1.552
C 1.148 0.205 0.170
N 1.950 -0.201 -0.816
C 2.945 -1.457 -0.751
O 3.099 -2.116 0.203
C 3.031 -1.724 -2.193
N 2.177 -2.170 -2.922
C 1.350 -1.321 -3.727
O 1.969 -0.044 -3.989
C 0.140 -1.579 -4.441
C -0.454 -0.800 -5.321
C -1.623 -1.336 -5.690
C -2.024 -2.522 -5.641
C -1.527 -3.494 -4.771
C -0.094 -3.018 -4.260
C 0.542 -3.958 -3.210
O 0.217 -4.990 -3.024
N 1.521 -3.669 -2.571
H 2.083 -3.948 -1.948
H -1.962 -4.298 -4.607
H -2.968 -2.976 -5.966
H -2.124 -0.556 -6.615
H -0.050 0.205 -5.419
H 3.768 -1.030 -2.630
H 3.829 -2.691 -2.090
H 1.849 0.175 -1.710
H 2.175 -0.451 1.732
O 0.800 0.529 3.788
C 1.973 -0.502 4.401
C 1.250 -1.982 4.206
H 2.305 -2.372 4.508
H 0.453 -2.061 4.616
H 1.434 -2.204 2.998
H 1.959 -0.004 5.356
H 3.002 -0.209 3.648
N -1.426 1.993 2.870
C -1.845 3.474 2.764
C -1.043 4.073 3.910
H -1.423 5.356 4.050
O -1.413 3.860 5.262
C -1.073 2.546 5.426
C -1.684 1.398 4.408
H -1.266 0.403 4.302
H -2.762 1.515 4.536
H -1.294 2.024 6.436
H 0.065 2.260 5.492
H 0.046 4.290 3.786
H -1.461 3.956 1.933
H -2.639 3.608 3.017
H -1.688 2.167 0.431
H -0.914 1.988 -3.248
H -1.405 2.685 -1.571
H -3.082 1.501 -2.502
H -2.739 0.537 -0.996
H -2.072 -0.031 -2.606

2.
C24H28N4O6S | the ωB97M-V functional and the def2-TZVPD basis

Properties
Total charge: 0
Structure (SMILES): CCOc1cc(/C=C(\C#N)C(=O)Nc2ccc(S(N)(=O)=O)cc2)ccc1OCCN1CCOCC1
LUMO: -0.6 eV
Energy above the lowest of the compared OMol25 structures with the same formula, charge and spin: 364.0 kJ/mol

Cartesian coordinates (Å):
C -1.614 -0.206 -4.278
C -0.925 -1.037 -3.208
O -1.867 -1.259 -2.170
C -1.476 -1.925 -1.062
C -0.220 -2.460 -0.859
C 0.112 -3.105 0.342
C 1.464 -3.451 0.693
C 2.604 -3.012 0.112
C 2.725 -2.323 -1.108
N 2.930 -1.808 -2.115
C 3.920 -3.197 0.812
O 4.331 -4.258 1.219
N 4.634 -2.037 0.945
C 4.180 -0.740 0.670
C 2.898 -0.343 1.056
C 2.421 0.904 0.703
C 3.243 1.770 0.008
S 2.572 3.338 -0.504
N 1.971 3.919 0.944
O 3.623 4.217 -0.921
O 1.492 3.081 -1.422
C 4.538 1.422 -0.318
C 5.012 0.164 0.013
C -0.887 -3.287 1.299
C -2.143 -2.741 1.117
C -2.444 -2.014 -0.028
O -3.611 -1.365 -0.250
C -4.313 -0.796 0.840
C -4.458 0.729 0.641
N -3.279 1.541 0.816
C -2.653 1.492 2.121
C -1.692 2.680 2.231
O -0.719 2.653 1.210
C -1.335 2.650 -0.070
C -2.259 1.443 -0.213
H -2.502 -0.722 -4.634
H -1.909 0.756 -3.869
H -0.934 -0.045 -5.108
H -0.595 -1.997 -3.624
H -0.050 -0.501 -2.817
H 0.532 -2.361 -1.621
H 1.585 -4.004 1.617
H 5.603 -2.149 1.218
H 2.276 -1.013 1.629
H 1.422 1.214 0.964
H 1.011 3.634 1.106
H 2.085 4.917 1.015
H 5.152 2.137 -0.841
H 6.014 -0.131 -0.259
H -0.669 -3.824 2.210
H -2.893 -2.878 1.881
H -5.313 -1.243 0.872
H -3.809 -0.993 1.790
H -5.209 1.083 1.355
H -4.828 0.904 -0.371
H -3.420 1.572 2.895
H -2.077 0.562 2.278
H -1.147 2.653 3.177
H -2.271 3.613 2.165
H -0.523 2.628 -0.800
H -1.921 3.572 -0.191
H -2.733 1.445 -1.193
H -1.652 0.530 -0.112